# 1
This record from OMol25 describes 2 unconnected molecules or ions with the total composition C9H14O7 in a non-equilibrium geometry. The level of theory is ωB97M-V/def2-TZVPD.

Element x y z (Å)
C 2.71 0.42 1.99
C 2.13 1.00 0.73
C 1.57 2.42 0.84
C 1.06 -0.05 0.30
C -0.15 -0.21 1.25
C -1.15 -1.02 0.87
C -1.19 -1.69 -0.46
O -2.21 -1.12 -1.31
O -3.38 -1.11 -0.43
C 0.19 -1.54 -1.22
O 1.29 -2.21 -0.71
O 1.87 -1.22 0.30
C 0.55 -0.04 -1.18
O -0.44 0.85 -1.56
H 1.95 0.37 2.77
H 3.02 -0.60 1.77
H 3.55 1.00 2.36
H 2.88 0.99 -0.07
H 0.89 2.52 1.70
H 2.39 3.14 0.97
H 1.02 2.70 -0.07
H -0.11 0.30 2.22
H -2.03 -1.18 1.49
H -1.37 -2.76 -0.34
H -3.98 -1.71 -0.93
H 0.07 -1.93 -2.23
H 1.40 0.12 -1.85
H -1.29 0.34 -1.52
O -6.00 0.95 -3.30
O -5.24 1.29 -2.38

SMILES: CC(C)[C@]12C=C[C@@H](OO)[C@H](OO1)[C@H]2O.O=O
Gap between HOMO and LUMO (spin up / spin down): 0.2960 / 0.2960 hartree
Molecular weight: 234.2 g mol⁻¹
2S+1: 1

***

# 2
This record from OMol25 describes C3H4ClN3 in the gas phase in a non-equilibrium geometry. The level of theory is ωB97M-V/def2-TZVPD.

Element x y z (Å)
H 0.53 -2.68 0.21
N 1.31 -2.22 -0.07
C 0.62 -0.55 -0.04
C 1.64 0.38 -0.08
N 2.54 1.10 0.03
N -0.64 -0.22 0.08
C -1.00 1.13 -0.01
Cl -1.84 -1.35 0.43
H -0.07 1.71 -0.03
H -1.32 1.15 -1.16
H -1.78 1.56 0.62

SMILES: [H]/N=C(/C#N)N(C)Cl
Gap between HOMO and LUMO (spin up / spin down): 0.2664 / 0.3117 hartree
Molecular weight: 117.5 g mol⁻¹
2S+1: 1

***

What did the second record say?
This record from OMol25 describes C3H4ClN3 in the gas phase in a non-equilibrium geometry. The level of theory is ωB97M-V/def2-TZVPD.

Element x y z (Å)
H 0.53 -2.68 0.21
N 1.31 -2.22 -0.07
C 0.62 -0.55 -0.04
C 1.64 0.38 -0.08
N 2.54 1.10 0.03
N -0.64 -0.22 0.08
C -1.00 1.13 -0.01
Cl -1.84 -1.35 0.43
H -0.07 1.71 -0.03
H -1.32 1.15 -1.16
H -1.78 1.56 0.62

SMILES: [H]/N=C(/C#N)N(C)Cl
Gap between HOMO and LUMO (spin up / spin down): 0.2664 / 0.3117 hartree
Molecular weight: 117.5 g mol⁻¹
2S+1: 1